13
Properties=species:S:1:pos:R:3:forces:R:3 method="wB97M-V/def2-TZVPD" mol_weight_g_mol=98.11 e_lumo_ev=0.7 e_above_lowest_ev=3.013 e_tot_ev=-9165.8436 homo_energy_ev=-7.6
C -0.266446 0.063130 1.482741 0.0 0.0 -0.3
N -0.487703 -0.119510 -0.985291 0.4 -0.1 0.2
C 0.244293 -0.032923 0.068695 -1.0 0.1 -0.5
N -1.851801 -0.228515 -0.860677 -0.4 0.0 0.3
C 1.669550 -0.004811 -0.133081 0.8 -0.3 1.5
N 1.993113 -0.117615 -2.471853 0.7 -0.6 1.0
N 2.096209 -0.157956 -1.336174 -0.8 0.9 -2.3
H -2.286110 0.390978 -0.182131 0.1 0.0 0.0
H -2.286041 -0.118671 -1.765939 0.1 0.1 0.1
H 2.381463 0.058704 0.669831 0.1 -0.1 0.0
H -0.807064 0.997924 1.633054 -0.1 0.1 0.0
H -0.948653 -0.760331 1.683671 -0.1 -0.1 0.0
H 0.549190 0.029596 2.197153 0.1 0.0 0.1


5
Properties=species:S:1:pos:R:3:forces:R:3 method="wB97M-V/def2-TZVPD" mol_weight_g_mol=51.02 e_lumo_ev="-0.6 / -0.6" e_above_lowest_ev=3.500 e_tot_ev=-6281.1866 homo_energy_ev="-11.1 / -11.1"
N -0.391807 -0.087072 -0.249638 1.6 -0.1 -3.6
O 0.493382 0.287016 -1.795671 -3.2 -0.1 2.7
F 1.764365 -0.170137 -1.693939 0.9 -0.5 0.5
H -1.291700 -0.108458 -0.736586 -0.1 -0.8 -0.4
H -0.458299 0.866794 0.018061 0.7 1.5 0.7


10
Properties=species:S:1:pos:R:3:forces:R:3 method="wB97M-V/def2-TZVPD" mol_weight_g_mol=71.08 e_lumo_ev=0.7 e_above_lowest_ev=3.185 e_tot_ev=-6726.3880 homo_energy_ev=-8.6
O -0.957234 0.142835 -2.081301 -0.2 0.2 0.4
C -0.553483 0.529147 -1.008850 -0.5 0.2 -0.2
C -0.838038 -0.156621 0.354675 0.0 -0.1 -0.1
N 0.546651 -0.357486 0.778274 0.2 0.1 -0.3
C 1.346392 -0.192775 -0.235904 0.3 -0.2 0.4
H -1.403039 0.485258 1.045743 0.2 -0.1 -0.2
H -1.362072 -1.105522 0.217399 0.1 0.1 0.0
H 0.794691 -0.540932 1.751828 0.0 0.0 -0.2
H -0.126360 1.539651 -0.843586 -0.1 0.0 -0.2
H 2.407254 -0.304796 -0.002831 0.1 -0.1 0.4